No. 1
C22H49N2P3PtSSe | ωB97M-V with the def2-TZVPD basis set

ORCA input file:
```
! wB97M-V def2-TZVPD RIJCOSX def2/J DEFGRID3
* xyz 4 5
Pt 0.345 -0.777 -0.018
P -0.836 -2.506 0.837
P 1.926 -0.604 1.850
P 1.657 -1.503 -1.699
H -2.666 2.839 -5.443
C -2.991 1.885 -5.902
C -3.064 0.830 -5.017
H -3.024 0.952 -3.895
C -1.977 -2.234 2.205
C 0.178 -3.948 1.301
C -1.799 -3.018 -0.624
C 2.963 0.881 1.968
C 1.127 -0.764 3.478
C 3.145 -1.963 1.765
C 1.073 -1.369 -3.401
C 2.169 -3.251 -1.650
C 3.216 -0.576 -1.827
H -3.198 1.916 -7.009
H -3.200 -0.215 -5.334
H -2.458 -1.240 2.170
H -1.457 -2.335 3.171
H -2.738 -3.029 2.101
H 0.584 -3.804 2.309
H 1.012 -4.126 0.613
H -0.451 -4.848 1.305
H -2.330 -2.129 -1.013
H -2.505 -3.803 -0.310
H -1.077 -3.389 -1.376
H 3.730 0.762 2.747
H 2.373 1.776 2.183
H 3.468 1.000 1.005
H 1.830 -0.470 4.272
H 0.821 -1.798 3.644
H 0.251 -0.115 3.574
H 3.883 -1.884 2.577
H 3.693 -1.941 0.814
H 2.621 -2.922 1.851
H 1.818 -1.815 -4.078
H 0.954 -0.302 -3.614
H 0.123 -1.907 -3.487
H 2.813 -3.450 -2.519
H 1.274 -3.883 -1.704
H 2.732 -3.413 -0.725
H 3.768 -0.989 -2.682
H 3.794 -0.707 -0.907
H 3.007 0.482 -2.020
C 1.537 3.030 -2.698
C 0.230 2.726 -3.095
C -0.085 2.509 -4.430
C 0.908 2.566 -5.433
C 2.232 2.834 -5.039
C 2.553 3.039 -3.681
Se 1.676 3.452 -0.799
H 2.419 2.135 -0.703
H -0.558 2.655 -2.343
H -1.127 2.258 -4.642
H 0.668 2.397 -6.499
H 3.000 2.894 -5.819
H 3.567 3.238 -3.348
C -0.083 2.455 4.188
N -1.240 1.541 4.014
C -1.587 0.654 5.154
C -1.674 1.249 2.736
S -0.585 1.205 1.354
N -3.000 1.056 2.491
C -4.013 1.448 3.485
C -3.445 1.099 1.093
H 0.836 2.025 3.749
H -0.325 3.413 3.690
H 0.085 2.620 5.268
H -2.287 1.160 5.839
H -2.040 -0.282 4.801
H -0.707 0.392 5.762
H -3.550 2.149 4.186
H -4.884 1.942 3.017
H -4.357 0.551 4.019
H -3.364 2.114 0.655
H -2.878 0.381 0.470
H -4.497 0.801 1.078
*
```

Results
- relative energy (zero: lowest compared OMol25 entry of this formula, charge and spin) (kJ/mol) = 281.6
- strongest force on any atom (eV Å⁻¹) = 2.83
- frontier orbital gap (alpha / beta) (eV) = 6.773 / 3.321
- HOMO level (alpha / beta) (eV) = -18.409 / -18.354
- calculated total energy (eV) = -133840.7654

Atomic partial charges in e from the Mulliken method, atoms 1 to 4: 1.26, 0.21, 0.01, 0.64

No. 2
C33H32FIN3RuS | ωB97M-V with the def2-TZVPD basis set

ORCA input file:
```
! wB97M-V def2-TZVPD RIJCOSX def2/J DEFGRID3
* xyz 1 5
Ru 1.345 -0.561 -0.850
I 3.907 -0.794 -1.764
C 4.019 1.310 -1.427
C 5.238 1.904 -1.297
C 5.290 3.298 -1.102
C 4.143 4.038 -1.163
C 2.889 3.425 -1.395
C 1.724 4.190 -1.632
C 0.536 3.574 -1.905
C 0.426 2.173 -1.823
C 1.509 1.381 -1.527
C 2.793 2.005 -1.434
H 6.153 1.330 -1.358
H 6.246 3.771 -0.929
H 4.179 5.114 -1.054
H 1.809 5.269 -1.629
H -0.340 4.163 -2.145
H -0.554 1.740 -1.976
C -1.562 -0.352 -4.461
C -1.984 -1.098 -3.189
C -3.101 -2.103 -3.497
C -2.411 -0.118 -2.110
C -3.476 0.732 -2.372
C -3.881 1.672 -1.450
C -3.219 1.763 -0.240
C -2.152 0.935 0.088
C -1.586 1.138 1.480
C -1.493 -0.146 2.312
C -0.268 1.909 1.433
C -1.733 -0.020 -0.874
N -0.653 -0.936 -0.706
C -0.991 -2.266 -0.578
C -2.290 -2.704 -0.249
C -2.566 -4.042 -0.057
C -1.567 -5.002 -0.167
C -0.278 -4.612 -0.509
C -0.035 -3.281 -0.714
F 1.225 -2.895 -1.108
H -1.298 -1.070 -5.239
H -0.693 0.279 -4.267
H -2.369 0.274 -4.841
H -1.113 -1.657 -2.845
H -3.988 -1.600 -3.885
H -3.386 -2.661 -2.606
H -2.756 -2.811 -4.252
H -4.002 0.646 -3.314
H -4.709 2.333 -1.668
H -3.551 2.492 0.488
H -2.296 1.793 1.992
H -0.640 -0.761 2.029
H -2.396 -0.749 2.206
H -1.377 0.100 3.368
H 0.520 1.311 0.973
H 0.062 2.151 2.436
H -0.376 2.828 0.855
H -3.063 -1.960 -0.119
H -3.574 -4.346 0.192
H -1.781 -6.045 0.017
H 0.527 -5.326 -0.618
C 1.516 0.945 5.631
C 1.816 -0.361 4.964
C 1.945 -1.547 5.690
C 2.215 -2.696 4.963
N 2.349 -2.681 3.647
C 2.214 -1.511 3.033
S 2.492 -1.528 1.322
N 1.954 -0.360 3.644
H 1.628 0.861 6.710
H 0.492 1.253 5.414
H 2.182 1.720 5.254
H 1.837 -1.561 6.764
H 2.328 -3.661 5.443
*
```

Results
- relative energy (zero: lowest compared OMol25 entry of this formula, charge and spin) (kJ/mol) = 120.5
- strongest force on any atom (eV Å⁻¹) = 1.44
- frontier orbital gap (alpha / beta) (eV) = 7.476 / 4.903
- HOMO level (alpha / beta) (eV) = -10.764 / -10.779
- calculated total energy (eV) = -63437.7805

Atomic partial charges in e from the Mulliken method, atoms 1 to 4: -0.39, 0.07, 0.08, -0.54

No. 3
C9H18F2KNO13S2 | ωB97M-V with the def2-TZVPD basis set

ORCA input file:
```
! wB97M-V def2-TZVPD RIJCOSX def2/J DEFGRID3
* xyz 0 1
K 0.517 1.030 -0.501
N 0.183 5.605 1.884
S 0.865 6.922 2.019
O 2.098 6.867 2.798
O 0.090 8.175 2.066
F 1.503 7.165 0.537
S -0.647 5.741 3.394
O -1.985 6.349 3.358
O 0.173 5.948 4.580
F -0.946 4.164 3.572
C 2.056 -4.315 -5.699
O 0.842 -5.034 -5.515
C 0.023 -4.566 -4.596
O 0.215 -3.614 -3.762
O -1.134 -5.259 -4.595
C -2.227 -4.917 -3.773
H 2.643 -4.378 -4.783
H 1.836 -3.274 -5.938
H 2.560 -4.876 -6.486
H -3.141 -5.357 -4.172
H -2.355 -3.836 -3.724
H -2.129 -5.380 -2.791
C 6.687 -3.951 0.385
O 7.185 -2.874 1.193
C 6.650 -1.697 1.188
O 5.720 -1.318 0.519
O 7.381 -0.951 2.008
C 7.253 0.480 2.071
H 7.551 -4.176 -0.240
H 5.760 -3.876 -0.184
H 6.516 -4.858 0.964
H 7.189 0.884 1.061
H 8.224 0.764 2.476
H 6.438 0.882 2.674
C -7.399 3.130 0.235
O -6.227 2.261 0.296
C -6.108 1.217 1.084
O -5.259 0.397 0.984
O -7.162 1.079 1.983
C -7.112 0.036 2.960
H -7.249 4.023 0.842
H -8.343 2.700 0.568
H -7.611 3.373 -0.806
H -6.767 0.468 3.899
H -6.301 -0.677 2.816
H -8.056 -0.473 3.153
*
```

Results
- strongest force on any atom (eV Å⁻¹) = 10.51
- frontier orbital gap (eV) = 6.225
- HOMO level (eV) = -8.347
- calculated total energy (eV) = -81158.8669

Atomic partial charges in e from the Mulliken method, atoms 1 to 4: 1.00, -0.29, 1.07, -0.59

No. 4
C31H31BrN2O3SSe4W | ωB97M-V with the def2-TZVPD basis set

ORCA input file:
```
! wB97M-V def2-TZVPD RIJCOSX def2/J DEFGRID3
* xyz 0 1
W -0.447 0.091 -0.170
C 3.934 -5.423 3.613
C 2.408 -5.595 3.610
C 2.084 -7.038 3.220
C 1.853 -5.328 5.018
C 1.777 -4.586 2.656
C 2.018 -3.231 2.835
C 1.403 -2.322 2.009
Br 1.886 -0.492 2.194
C 0.498 -2.671 0.991
O -0.119 -1.659 0.322
C 0.325 -4.051 0.735
C 0.968 -4.947 1.589
C -0.409 -4.635 -0.480
C -0.726 -6.127 -0.303
C -1.740 -3.928 -0.737
C 0.514 -4.504 -1.698
H 4.385 -6.148 4.293
H 4.229 -4.426 3.941
H 4.340 -5.586 2.613
H 2.532 -7.719 3.944
H 2.489 -7.280 2.235
H 1.007 -7.213 3.211
H 2.276 -6.041 5.728
H 0.767 -5.431 5.023
H 2.097 -4.321 5.357
H 2.686 -2.866 3.602
H 0.837 -5.997 1.389
H -1.274 -6.309 0.623
H 0.173 -6.746 -0.318
H -1.353 -6.444 -1.136
H -2.371 -3.963 0.151
H -2.267 -4.418 -1.557
H -1.590 -2.895 -1.026
H 1.448 -5.049 -1.541
H 0.758 -3.465 -1.908
H 0.017 -4.906 -2.583
O 2.658 2.509 -0.960
C 2.355 1.359 -0.870
O 1.102 1.024 -0.450
C 3.299 0.236 -1.217
C 4.519 0.564 -1.788
C 5.402 -0.460 -2.094
C 5.033 -1.758 -1.798
C 3.786 -1.986 -1.232
N 2.918 -1.017 -0.967
H 4.747 1.605 -1.969
H 6.355 -0.243 -2.558
H 5.697 -2.589 -1.993
H 3.471 -2.994 -0.985
Se -1.648 2.412 -0.294
Se -0.474 2.688 -2.308
Se -1.190 0.812 -3.442
Se 0.097 -0.908 -2.535
C 0.149 3.389 4.598
C 0.691 3.315 3.304
C 0.268 2.350 2.431
C -0.698 1.374 2.793
C -1.114 0.310 1.897
C -1.984 -0.625 2.426
C -2.487 -0.561 3.737
C -2.120 0.456 4.563
C -1.207 1.440 4.119
C -0.789 2.478 4.985
H 0.477 4.163 5.279
H 1.445 4.026 2.991
H 0.712 2.340 1.452
H -2.324 -1.459 1.822
H -3.174 -1.326 4.073
H -2.501 0.515 5.576
H -1.226 2.523 5.975
S -2.916 -0.470 -0.827
C -3.746 -1.672 -0.021
N -4.374 -2.479 0.519
*
```

Results
- relative energy (zero: lowest compared OMol25 entry of this formula, charge and spin) (kJ/mol) = 140.6
- strongest force on any atom (eV Å⁻¹) = 1.67
- frontier orbital gap (eV) = 5.405
- HOMO level (eV) = -7.967
- calculated total energy (eV) = -385862.0714

Atomic partial charges in e from the Mulliken method, atoms 1 to 4: -1.57, -1.65, 2.06, -2.12

Q: The lowest calculated total energy belongs to which entry?
A: C31H31BrN2O3SSe4W

Copy entry 4 word for word.
C31H31BrN2O3SSe4W | ωB97M-V with the def2-TZVPD basis set

ORCA input file:
```
! wB97M-V def2-TZVPD RIJCOSX def2/J DEFGRID3
* xyz 0 1
W -0.447 0.091 -0.170
C 3.934 -5.423 3.613
C 2.408 -5.595 3.610
C 2.084 -7.038 3.220
C 1.853 -5.328 5.018
C 1.777 -4.586 2.656
C 2.018 -3.231 2.835
C 1.403 -2.322 2.009
Br 1.886 -0.492 2.194
C 0.498 -2.671 0.991
O -0.119 -1.659 0.322
C 0.325 -4.051 0.735
C 0.968 -4.947 1.589
C -0.409 -4.635 -0.480
C -0.726 -6.127 -0.303
C -1.740 -3.928 -0.737
C 0.514 -4.504 -1.698
H 4.385 -6.148 4.293
H 4.229 -4.426 3.941
H 4.340 -5.586 2.613
H 2.532 -7.719 3.944
H 2.489 -7.280 2.235
H 1.007 -7.213 3.211
H 2.276 -6.041 5.728
H 0.767 -5.431 5.023
H 2.097 -4.321 5.357
H 2.686 -2.866 3.602
H 0.837 -5.997 1.389
H -1.274 -6.309 0.623
H 0.173 -6.746 -0.318
H -1.353 -6.444 -1.136
H -2.371 -3.963 0.151
H -2.267 -4.418 -1.557
H -1.590 -2.895 -1.026
H 1.448 -5.049 -1.541
H 0.758 -3.465 -1.908
H 0.017 -4.906 -2.583
O 2.658 2.509 -0.960
C 2.355 1.359 -0.870
O 1.102 1.024 -0.450
C 3.299 0.236 -1.217
C 4.519 0.564 -1.788
C 5.402 -0.460 -2.094
C 5.033 -1.758 -1.798
C 3.786 -1.986 -1.232
N 2.918 -1.017 -0.967
H 4.747 1.605 -1.969
H 6.355 -0.243 -2.558
H 5.697 -2.589 -1.993
H 3.471 -2.994 -0.985
Se -1.648 2.412 -0.294
Se -0.474 2.688 -2.308
Se -1.190 0.812 -3.442
Se 0.097 -0.908 -2.535
C 0.149 3.389 4.598
C 0.691 3.315 3.304
C 0.268 2.350 2.431
C -0.698 1.374 2.793
C -1.114 0.310 1.897
C -1.984 -0.625 2.426
C -2.487 -0.561 3.737
C -2.120 0.456 4.563
C -1.207 1.440 4.119
C -0.789 2.478 4.985
H 0.477 4.163 5.279
H 1.445 4.026 2.991
H 0.712 2.340 1.452
H -2.324 -1.459 1.822
H -3.174 -1.326 4.073
H -2.501 0.515 5.576
H -1.226 2.523 5.975
S -2.916 -0.470 -0.827
C -3.746 -1.672 -0.021
N -4.374 -2.479 0.519
*
```

Results
- relative energy (zero: lowest compared OMol25 entry of this formula, charge and spin) (kJ/mol) = 140.6
- strongest force on any atom (eV Å⁻¹) = 1.67
- frontier orbital gap (eV) = 5.405
- HOMO level (eV) = -7.967
- calculated total energy (eV) = -385862.0714

Atomic partial charges in e from the Mulliken method, atoms 1 to 4: -1.57, -1.65, 2.06, -2.12